{"formula": "C4H2Cl2F2", "method": "ωB97M-V/def2-TZVPD", "s_squared": 2.0151, "lumo_ev": [0.73, -2.90], "orbital_gap_ev": [6.4621, 7.0789], "spin_multiplicity": 3, "e_homo_ev": [-5.730, -9.981], "species": ["C", "C", "C", "C", "F", "F", "Cl", "Cl", "H", "H"], "xyz": [[-0.29, -0.48, 0.93], [-0.27, 0.85, 0.94], [0.10, -0.81, -0.50], [0.34, 0.65, -0.90], [1.22, -1.58, -0.63], [-0.48, 1.17, -1.82], [-0.67, -1.61, 2.15], [-0.63, 2.13, 1.91], [-0.69, -1.30, -1.08], [1.36, 0.99, -1.01]], "mulliken_spin": [0.734, 0.897, 0.001, -0.051, 0.005, -0.010, 0.152, 0.183, 0.073, 0.016]}

---

{"formula": "C39H36ClN3O5P", "method": "ωB97M-V/def2-TZVPD", "total_charge": 1, "lumo_ev": -4.57, "orbital_gap_ev": 6.9563, "e_homo_ev": -11.525, "species": ["C", "C", "C", "C", "C", "C", "N", "N", "C", "C", "P", "O", "Cl", "C", "C", "C", "N", "H", "H", "H", "H", "H", "H", "H", "H", "H", "H", "H", "H", "H", "H", "H", "H", "H", "H", "H", "H", "C", "C", "C", "C", "C", "C", "C", "O", "C", "C", "C", "C", "C", "C", "C", "O", "H", "H", "H", "H", "H", "H", "H", "H", "C", "C", "C", "C", "C", "C", "C", "O", "C", "C", "C", "C", "C", "C", "C", "O", "H", "H", "H", "H", "H", "H", "H", "H"], "xyz": [[-3.10, 3.03, 1.27], [-2.22, 3.52, 0.07], [-1.41, 2.37, -0.54], [-0.28, 1.94, 0.43], [1.12, 2.48, 0.03], [-0.29, 0.45, 0.71], [-0.72, 0.11, 1.90], [-0.71, -1.18, 2.16], [-0.30, -2.14, 1.38], [0.15, -1.83, 0.11], [0.76, -3.14, -1.05], [-0.55, -3.87, -1.69], [1.56, -4.57, 0.24], [0.18, -0.50, -0.26], [0.67, -0.12, -1.61], [2.26, -0.19, -1.65], [2.85, -0.37, -0.30], [-2.85, 3.63, 2.15], [-4.16, 3.07, 1.05], [-2.78, 2.01, 1.52], [-1.54, 4.29, 0.44], [-2.90, 3.96, -0.66], [-1.03, 2.64, -1.53], [-2.13, 1.54, -0.66], [-0.50, 2.43, 1.39], [1.86, 1.90, 0.58], [1.30, 2.45, -1.04], [1.20, 3.50, 0.41], [-1.05, -1.44, 3.08], [-0.32, -3.17, 1.75], [-1.34, -3.74, -1.14], [0.35, 0.88, -1.91], [0.34, -0.81, -2.39], [2.68, 0.73, -2.05], [2.56, -1.07, -2.22], [3.38, -1.23, -0.25], [3.41, 0.42, -0.03], [-6.96, 3.68, -6.90], [-5.79, 4.26, -6.43], [-5.20, 3.78, -5.27], [-5.78, 2.72, -4.58], [-6.97, 2.16, -5.05], [-7.55, 2.63, -6.22], [-7.63, 1.06, -4.29], [-8.66, 0.56, -4.70], [-7.01, 0.59, -3.02], [-7.64, -0.40, -2.28], [-7.07, -0.85, -1.10], [-5.86, -0.33, -0.67], [-5.22, 0.66, -1.41], [-5.80, 1.12, -2.58], [-5.12, 2.21, -3.35], [-4.06, 2.67, -2.97], [-7.41, 4.05, -7.81], [-5.34, 5.08, -6.96], [-4.28, 4.23, -4.90], [-8.46, 2.18, -6.58], [-8.59, -0.80, -2.62], [-7.57, -1.61, -0.52], [-5.41, -0.69, 0.25], [-4.28, 1.07, -1.07], [3.31, -4.08, 2.95], [3.09, -2.81, 2.42], [4.09, -1.86, 2.50], [5.30, -2.16, 3.11], [5.50, -3.42, 3.66], [4.51, -4.39, 3.56], [6.78, -3.75, 4.36], [6.95, -4.85, 4.83], [7.82, -2.69, 4.48], [8.99, -2.96, 5.18], [9.97, -1.98, 5.28], [9.78, -0.74, 4.68], [8.62, -0.47, 3.99], [7.63, -1.44, 3.89], [6.37, -1.12, 3.17], [6.20, -0.04, 2.64], [2.53, -4.84, 2.88], [2.16, -2.56, 1.95], [3.93, -0.87, 2.09], [4.67, -5.37, 3.98], [9.13, -3.92, 5.64], [10.87, -2.19, 5.83], [10.55, 0.02, 4.76], [8.47, 0.50, 3.52]], "lowdin_charge": [-0.083, -0.227, -0.172, -0.288, -0.022, -0.139, 0.192, 0.072, -0.065, -0.306, 0.644, -0.302, 0.336, -0.125, -0.123, -0.213, 0.013, 0.072, 0.071, 0.050, 0.106, 0.099, 0.116, 0.098, 0.130, 0.075, 0.072, 0.094, 0.191, 0.128, 0.068, 0.094, 0.108, 0.113, 0.092, 0.068, 0.073, -0.046, -0.050, -0.001, -0.086, -0.081, 0.005, -0.275, 0.119, -0.075, 0.007, -0.053, -0.065, -0.011, -0.079, -0.271, 0.088, 0.112, 0.110, 0.119, 0.124, 0.125, 0.110, 0.101, 0.091, -0.093, -0.114, -0.013, -0.076, -0.072, 0.012, -0.274, 0.119, -0.082, 0.005, -0.046, -0.048, 0.001, -0.086, -0.275, 0.101, 0.082, 0.035, 0.099, 0.126, 0.124, 0.112, 0.111, 0.122]}

---

{"formula": "C11H18O", "method": "ωB97M-V/def2-TZVPD", "e_above_lowest_kcal_mol": 33.48, "lumo_ev": 0.86, "orbital_gap_ev": 9.3970, "smiles": "CCc1ccc(O)cc1.CCC", "e_homo_ev": -8.533, "species": ["C", "C", "C", "C", "C", "C", "C", "C", "O", "H", "H", "H", "H", "H", "H", "H", "H", "H", "H", "C", "C", "C", "H", "H", "H", "H", "H", "H", "H", "H"], "xyz": [[1.53, -1.06, 1.48], [1.90, 0.37, 1.83], [0.23, -1.14, 0.68], [-1.04, -1.06, 1.28], [0.28, -1.58, -0.64], [-2.10, -1.63, 0.58], [-0.82, -1.97, -1.41], [-2.04, -1.98, -0.79], [-3.22, -2.27, -1.41], [2.33, -1.53, 0.91], [1.29, -1.64, 2.38], [1.09, 1.02, 2.16], [-1.26, -0.71, 2.27], [1.29, -1.70, -1.03], [-3.12, -1.46, 0.87], [-0.64, -2.22, -2.45], [-3.79, -2.84, -0.91], [2.13, 1.00, 0.93], [2.81, 0.55, 2.39], [1.84, 3.02, -0.40], [2.22, 4.28, -1.17], [0.33, 3.03, -0.12], [2.04, 2.15, -1.05], [2.44, 2.88, 0.49], [2.33, 4.25, -2.24], [-0.05, 2.70, 0.86], [-0.13, 4.04, -0.04], [-0.28, 2.48, -0.83], [1.62, 5.14, -0.87], [3.19, 4.66, -0.80]], "nbo_charge": [-0.416, -0.626, -0.031, -0.196, -0.189, -0.272, -0.271, 0.299, -0.693, 0.211, 0.210, 0.213, 0.216, 0.204, 0.204, 0.226, 0.485, 0.213, 0.213, -0.422, -0.615, -0.625, 0.208, 0.205, 0.214, 0.210, 0.203, 0.215, 0.205, 0.205]}

---

{"formula": "C12H37Na2O17P4", "method": "ωB97M-V/def2-TZVPD", "total_charge": 1, "lumo_ev": -4.75, "orbital_gap_ev": 6.9076, "e_homo_ev": -11.653, "species": ["Na", "Na", "O", "H", "C", "O", "P", "O", "O", "C", "O", "C", "H", "H", "H", "H", "H", "H", "H", "H", "H", "C", "O", "P", "O", "O", "C", "O", "C", "H", "H", "H", "H", "H", "H", "H", "H", "H", "C", "O", "P", "O", "O", "C", "O", "C", "H", "H", "H", "H", "H", "H", "H", "H", "H", "C", "O", "P", "O", "O", "C", "O", "C", "H", "H", "H", "H", "H", "H", "H", "H", "H"], "xyz": [[2.02, -3.21, -32.43], [3.53, 0.15, -32.25], [2.57, -1.36, -33.77], [2.17, -2.00, -34.39], [2.69, 1.36, -35.82], [3.31, 2.50, -36.43], [4.67, 2.25, -37.28], [5.83, 1.76, -36.51], [4.22, 1.33, -38.51], [3.11, 1.73, -39.31], [4.88, 3.71, -37.96], [5.90, 3.93, -38.95], [2.75, 1.50, -34.74], [3.16, 0.41, -36.08], [1.69, 1.30, -36.25], [2.13, 1.95, -38.90], [2.80, 0.90, -39.95], [3.34, 2.56, -39.98], [6.47, 3.02, -39.16], [6.61, 4.71, -38.68], [5.41, 4.29, -39.85], [-2.79, 0.15, -38.74], [-2.06, -0.93, -38.32], [-0.45, -0.85, -38.19], [0.41, -0.50, -39.37], [-0.31, 0.16, -36.89], [-0.87, -0.12, -35.61], [-0.23, -2.31, -37.50], [0.97, -2.66, -36.82], [-3.48, -0.09, -39.55], [-2.09, 0.79, -39.29], [-3.27, 0.70, -37.94], [-0.05, 0.14, -34.94], [-1.13, -1.16, -35.41], [-1.60, 0.58, -35.23], [1.51, -3.36, -37.44], [0.81, -3.11, -35.84], [1.60, -1.79, -36.66], [-2.65, 1.48, -29.18], [-2.40, 0.85, -30.41], [-2.17, 1.75, -31.75], [-1.60, 3.13, -31.65], [-1.28, 0.78, -32.72], [0.06, 0.37, -32.31], [-3.62, 1.69, -32.47], [-4.80, 2.18, -31.83], [-2.10, 0.93, -28.42], [-3.71, 1.48, -28.93], [-2.31, 2.51, -29.12], [0.00, -0.72, -32.30], [0.23, 0.59, -31.25], [0.81, 0.73, -33.01], [-5.27, 2.93, -32.46], [-4.41, 2.62, -30.92], [-5.53, 1.43, -31.51], [4.56, -2.51, -35.52], [5.63, -2.86, -36.45], [6.42, -1.76, -37.36], [7.03, -0.69, -36.55], [7.42, -2.68, -38.21], [7.24, -4.00, -38.70], [5.28, -1.20, -38.42], [4.41, -2.15, -39.00], [3.65, -3.00, -35.85], [4.42, -1.43, -35.44], [4.89, -2.71, -34.50], [6.57, -4.12, -39.55], [6.95, -4.70, -37.92], [8.21, -4.33, -39.08], [3.42, -1.76, -38.75], [4.53, -3.12, -38.53], [4.56, -2.19, -40.08]], "lowdin_charge": [0.779, 0.744, -0.463, -0.111, -0.087, -0.214, 0.435, -0.223, -0.220, -0.097, -0.229, -0.091, 0.071, 0.069, 0.080, 0.086, 0.080, 0.087, 0.091, 0.088, 0.085, -0.140, -0.213, 0.533, -0.226, -0.247, -0.096, -0.221, -0.119, 0.098, 0.086, 0.099, 0.053, 0.101, 0.092, 0.096, 0.078, 0.072, -0.130, -0.226, 0.491, -0.238, -0.242, -0.093, -0.229, -0.078, 0.090, 0.090, 0.090, 0.074, 0.084, 0.065, 0.100, 0.068, 0.096, -0.089, -0.254, 0.466, -0.227, -0.197, -0.099, -0.235, -0.111, 0.071, 0.061, 0.078, 0.084, 0.087, 0.093, 0.079, 0.074, 0.101]}

---

{"formula": "C10H9NO3", "method": "ωB97M-V/def2-TZVPD", "e_above_lowest_kcal_mol": 149.85, "lumo_ev": -1.33, "orbital_gap_ev": 7.5342, "smiles": "O=C=CC[C@H]1C=CC=C/C1=C/[N+](=O)[O-]", "e_homo_ev": -8.863, "species": ["C", "C", "C", "C", "C", "C", "C", "C", "C", "C", "N", "O", "O", "O", "H", "H", "H", "H", "H", "H", "H", "H", "H"], "xyz": [[-2.68, -0.18, -0.29], [-2.48, 1.00, 0.40], [-1.77, -0.99, -0.81], [-1.21, 1.43, 0.43], [-0.34, -0.65, -0.65], [-0.11, 0.74, -0.23], [0.34, -1.64, 0.28], [1.19, -1.10, 1.37], [2.41, -0.65, 1.30], [1.03, 1.48, -0.39], [2.10, 1.09, -1.12], [2.97, 1.94, -1.32], [3.53, -0.29, 1.44], [2.18, -0.06, -1.54], [-3.76, -0.35, -0.42], [-3.31, 1.17, 1.05], [-1.95, -1.86, -1.40], [-0.85, 2.41, 0.98], [0.37, -0.87, -1.51], [0.98, -2.32, -0.47], [-0.41, -2.25, 0.80], [0.54, -0.54, 2.10], [1.22, 2.49, -0.01]], "nbo_charge": [-0.251, -0.184, -0.107, -0.208, -0.398, 0.114, -0.363, -0.564, 0.733, -0.134, 0.479, -0.389, -0.449, -0.436, 0.210, 0.233, 0.220, 0.219, 0.316, 0.228, 0.229, 0.263, 0.240]}

---

{"formula": "C8H12N2O2", "method": "ωB97M-V/def2-TZVPD", "e_above_lowest_kcal_mol": 51.00, "lumo_ev": 0.66, "orbital_gap_ev": 10.1332, "smiles": "CCN1C(=O)CN2C(=O)CC[C@H]12", "e_homo_ev": -9.474, "species": ["C", "C", "C", "C", "C", "C", "C", "C", "H", "H", "H", "H", "H", "H", "H", "H", "H", "H", "H", "H", "N", "N", "O", "O"], "xyz": [[1.65, -1.91, 2.11], [1.99, -1.21, 0.73], [-0.04, 0.33, 0.80], [0.78, 1.75, 0.75], [-0.20, 2.59, 0.03], [-1.19, 1.70, -0.78], [-1.43, -0.78, -0.75], [-0.02, -1.47, -0.79], [1.28, -1.28, 2.89], [0.72, -2.64, 1.82], [2.57, -2.56, 2.31], [2.27, -2.13, 0.15], [2.80, -0.45, 0.92], [-0.34, 0.00, 1.77], [1.71, 1.52, 0.22], [1.04, 2.30, 1.72], [0.01, 3.56, -0.60], [-0.97, 3.05, 0.70], [-2.10, -1.26, 0.11], [-1.91, -0.73, -1.75], [0.74, -0.75, 0.15], [-1.02, 0.52, -0.16], [-2.05, 2.05, -1.59], [0.25, -2.51, -1.26]], "nbo_charge": [-0.622, -0.237, 0.152, -0.420, -0.529, 0.701, -0.313, 0.685, 0.202, 0.205, 0.223, 0.243, 0.207, 0.188, 0.225, 0.228, 0.253, 0.234, 0.222, 0.263, -0.470, -0.452, -0.609, -0.576]}

---

Question: What is the formula in the first record?
Answer: C4H2Cl2F2